Record 1
Formula: C23H29Br45N2O7S
Source: the Open Molecules 2025 dataset
Level of theory: ωB97M-V/def2-TZVPD

Element x y z (Å)
C1 -4.931 3.337 -0.217
C2 -4.615 4.772 -0.689
N1 -3.191 4.881 -1.073
C3 -2.308 5.443 -0.046
C4 -1.013 4.591 -0.035
C5 -1.157 3.340 0.820
O1 -1.165 2.105 0.047
S1 -0.584 0.880 0.855
O2 -1.584 -0.025 1.305
O3 0.525 0.360 0.124
O4 -0.035 1.728 2.116
C6 -0.076 3.128 1.890
O5 1.189 3.658 1.608
N2 1.652 3.090 0.366
O6 2.593 3.663 0.024
C7 -3.043 5.499 -2.362
C8 -2.882 4.522 -3.502
O7 -3.052 6.688 -2.553
H1 -4.198 2.679 -0.693
H2 -4.781 3.208 0.857
H3 -5.931 3.020 -0.510
H4 -5.237 4.962 -1.565
H5 -4.848 5.487 0.103
H6 -2.791 5.356 0.928
H7 -1.986 6.468 -0.242
H8 -0.906 4.238 -1.062
H9 -0.129 5.173 0.222
H10 -2.140 3.334 1.302
H11 -0.448 3.588 2.806
H12 -2.235 4.934 -4.274
H13 -2.423 3.613 -3.112
H14 -3.873 4.255 -3.880
C9 1.768 3.394 -4.372
Br1 2.460 5.184 -4.515
Br2 1.200 2.988 -2.583
Br3 0.398 3.057 -5.679
H15 2.562 2.690 -4.579
C10 4.006 0.938 -7.328
Br4 4.870 2.655 -7.388
Br5 3.359 0.540 -5.558
Br6 2.606 0.792 -8.635
H16 4.751 0.192 -7.566
C11 4.995 0.004 -1.992
Br7 3.363 0.347 -1.034
Br8 6.544 0.436 -0.931
Br9 5.068 -1.803 -2.649
H17 5.015 0.656 -2.854
C12 0.007 -3.232 1.714
Br10 1.694 -2.442 2.171
Br11 0.209 -5.067 1.157
Br12 -1.276 -3.055 3.141
H18 -0.385 -2.682 0.869
C13 -0.355 -6.206 5.113
Br13 1.405 -5.469 5.359
Br14 -0.285 -8.090 4.743
Br15 -1.504 -5.808 6.604
H19 -0.779 -5.724 4.244
C14 8.592 -0.217 -4.371
Br16 7.056 0.578 -5.222
Br17 9.533 -1.396 -5.567
Br18 9.753 1.120 -3.624
H20 8.222 -0.814 -3.549
C15 13.049 -3.347 -6.873
Br19 14.183 -4.558 -7.844
Br20 11.285 -3.265 -7.640
Br21 12.982 -3.777 -5.001
H21 13.481 -2.361 -6.961
C16 -1.393 -10.067 1.131
Br22 -0.910 -8.205 1.023
Br23 -2.060 -10.480 2.888
Br24 -2.634 -10.565 -0.249
H22 -0.495 -10.649 0.981
C17 -1.000 -0.925 -4.316
Br25 0.585 -0.943 -3.232
Br26 -2.144 0.558 -3.866
Br27 -0.579 -0.962 -6.194
H23 -1.553 -1.826 -4.093
C18 4.157 -7.691 6.871
Br28 5.944 -7.035 7.156
Br29 4.145 -9.574 6.472
Br30 3.003 -7.277 8.348
H24 3.763 -7.180 6.004
C19 -3.060 3.129 6.149
Br31 -2.070 4.777 6.034
Br32 -2.725 2.005 4.623
Br33 -2.714 2.201 7.795
H25 -4.109 3.384 6.136
C20 -1.111 10.049 -2.453
Br34 -1.253 9.392 -0.651
Br35 -0.235 11.761 -2.511
Br36 -0.259 8.777 -3.615
H26 -2.118 10.191 -2.817
C21 0.956 -8.371 11.722
Br37 1.411 -9.834 10.562
Br38 2.494 -7.297 12.151
Br39 -0.464 -7.304 10.979
H27 0.592 -8.793 12.648
C22 -6.324 -0.163 1.701
Br40 -5.179 -1.238 0.595
Br41 -5.371 1.334 2.454
Br42 -7.903 0.400 0.756
H28 -6.648 -0.781 2.525
C23 -11.443 -1.671 -0.947
Br43 -11.332 0.245 -0.780
Br44 -9.715 -2.473 -1.205
Br45 -12.376 -2.454 0.541
H29 -12.024 -1.877 -1.834

E_tot in eV: -3204372.725
Lowest unoccupied orbital energy in eV: -0.616
Gap between HOMO and LUMO in Ha: 0.3192
Multiplicity: 1

These are the Mulliken partial charges, in e, on atoms 1 to 8: -0.620, -0.790, 0.772, -1.005, -0.152, 0.635, -0.002, 0.878



Record 2
Formula: C23H29Cl36N4O
Source: the Open Molecules 2025 dataset
Level of theory: ωB97M-V/def2-TZVPD

Element x y z (Å)
C1 0.277 -1.646 3.782
O1 0.661 -0.699 2.767
C2 2.055 -0.814 2.411
C3 2.190 -0.534 0.873
C4 3.236 0.590 0.513
C5 2.474 1.943 0.251
C6 2.042 2.569 1.615
C7 1.002 3.739 1.470
C8 0.332 3.954 2.884
C9 -1.230 4.002 2.857
C10 -1.758 2.532 3.167
C11 -1.620 1.708 1.839
C12 -2.287 0.307 1.922
N1 -2.357 -0.465 0.677
N2 -2.734 -1.757 0.678
C13 -2.764 -2.236 -0.575
N3 -2.385 -1.268 -1.479
C14 -2.151 -0.204 -0.636
N4 -1.746 0.977 -1.153
H1 -0.410 -1.175 4.520
H2 -0.192 -2.505 3.246
H3 1.140 -2.040 4.361
H4 2.616 -0.065 3.023
H5 2.497 -1.809 2.658
H6 2.424 -1.512 0.390
H7 1.203 -0.217 0.448
H8 4.018 0.744 1.295
H9 3.768 0.252 -0.408
H10 1.637 1.765 -0.464
H11 3.221 2.609 -0.252
H12 1.546 1.797 2.248
H13 2.960 2.942 2.127
H14 0.266 3.533 0.656
H15 1.499 4.698 1.187
H16 0.737 4.915 3.283
H17 0.645 3.175 3.621
H18 -1.612 4.240 1.835
H19 -1.666 4.676 3.622
H20 -1.186 2.046 3.985
H21 -2.848 2.592 3.405
H22 -0.552 1.576 1.570
H23 -2.165 2.289 1.057
H24 -1.675 -0.301 2.639
H25 -3.290 0.404 2.406
H26 -2.977 -2.335 1.497
H27 -3.066 -3.251 -0.873
H28 -2.180 1.876 -1.009
H29 -0.921 0.954 -1.750
C15 0.337 -0.545 -4.584
Cl1 -0.452 0.252 -5.954
Cl2 1.236 -1.959 -5.159
Cl3 1.457 0.590 -3.805
Cl4 -0.891 -1.057 -3.405
C16 -0.810 -1.394 7.872
Cl5 0.512 -0.483 7.118
Cl6 -0.807 -1.096 9.614
Cl7 -2.358 -0.866 7.184
Cl8 -0.590 -3.125 7.567
C17 -6.539 -3.384 -2.642
Cl9 -7.594 -2.062 -3.158
Cl10 -7.336 -4.312 -1.361
Cl11 -6.200 -4.442 -4.014
Cl12 -5.012 -2.711 -2.021
C18 5.084 2.172 -4.256
Cl13 4.652 0.649 -5.047
Cl14 5.307 3.431 -5.487
Cl15 3.785 2.663 -3.145
Cl16 6.583 1.955 -3.342
C19 -4.650 -4.238 3.419
Cl17 -5.727 -4.055 2.026
Cl18 -2.973 -3.919 2.903
Cl19 -5.102 -3.082 4.678
Cl20 -4.761 -5.881 4.050
C20 1.730 -5.142 5.135
Cl21 0.080 -4.752 4.601
Cl22 2.451 -3.729 5.931
Cl23 1.674 -6.491 6.276
Cl24 2.709 -5.592 3.731
C21 10.161 3.315 -5.393
Cl25 10.808 1.698 -5.716
Cl26 10.758 3.888 -3.827
Cl27 10.685 4.426 -6.669
Cl28 8.390 3.245 -5.357
C22 -9.292 -6.289 -6.310
Cl29 -8.517 -7.455 -5.223
Cl30 -9.148 -4.661 -5.625
Cl31 -8.494 -6.335 -7.890
Cl32 -11.002 -6.703 -6.499
C23 4.235 6.582 -8.082
Cl33 4.869 8.168 -7.620
Cl34 5.466 5.343 -7.780
Cl35 2.790 6.220 -7.122
Cl36 3.816 6.590 -9.801

E_tot in eV: -483125.556
Lowest unoccupied orbital energy in eV: -2.815
Gap between HOMO and LUMO in Ha: 0.3415
Multiplicity: 1
Charge: +1

These are the Mulliken partial charges, in e, on atoms 1 to 8: -0.289, -0.265, -0.658, 0.011, -1.124, -0.232, -0.056, -0.840